Entry from the Open Molecules 2025 dataset: a molecular structure, C37H43ClN4O7OsTe in a non-equilibrium geometry (wB97M-V/def2-TZVPD).

Geometry as XYZ:
```
94
Properties=species:S:1:pos:R:3:lowdin_spin:R:1
Os 0.139 -2.175 0.983 0.109
N -0.161 -4.289 0.960 0.004
C 0.793 -5.035 1.796 0.000
C 2.117 -4.292 1.740 -0.001
N 1.929 -2.859 2.078 -0.002
C 1.891 -2.569 3.532 -0.001
C 0.481 -2.664 4.097 0.000
N -0.418 -1.940 3.185 0.003
H -1.111 -4.650 1.057 0.000
H 0.096 -4.447 -0.053 0.001
H 0.925 -6.055 1.422 0.000
H 0.423 -5.109 2.817 0.000
H 2.514 -4.340 0.724 0.000
H 2.840 -4.758 2.418 0.000
H 2.680 -2.316 1.659 0.000
H 2.267 -1.556 3.676 0.000
H 2.556 -3.249 4.075 0.000
H 0.467 -2.250 5.110 0.000
H 0.148 -3.699 4.169 0.000
H -0.328 -0.929 3.321 0.001
H -1.394 -2.132 3.402 0.000
C 0.719 6.626 -3.430 -0.001
C 0.447 5.241 -2.924 -0.005
C -0.228 4.310 -3.693 0.002
C -0.502 3.027 -3.227 0.007
C -1.233 2.094 -4.152 0.030
C -0.079 2.676 -1.941 0.049
Te -0.602 0.808 -1.129 0.601
N 0.197 -2.077 -0.867 0.010
C 0.217 -3.041 -1.811 -0.003
O 0.532 -4.224 -1.583 -0.012
C -0.201 -2.664 -3.193 0.004
C -0.930 -3.589 -3.933 -0.001
C -1.389 -3.264 -5.198 0.003
C -1.093 -2.023 -5.745 -0.002
C -0.332 -1.112 -5.026 0.003
C 0.101 -1.425 -3.747 0.012
C -4.159 0.587 -0.263 0.000
C -4.308 0.951 -1.592 0.006
C -4.184 2.283 -1.944 0.004
C -3.897 3.225 -0.965 -0.001
C -3.756 2.830 0.353 0.002
C -3.903 1.499 0.749 -0.001
C -3.815 1.155 2.207 0.000
C 0.651 3.589 -1.159 0.006
C 1.179 3.218 0.195 0.023
C 0.889 4.855 -1.660 0.001
H 0.288 6.782 -4.416 0.000
H 1.791 6.811 -3.492 0.000
H 0.302 7.371 -2.752 0.000
H -0.551 4.579 -4.691 0.001
H -0.716 2.041 -5.110 0.001
H -2.242 2.460 -4.343 0.000
H -1.317 1.079 -3.762 0.027
H -1.127 -4.561 -3.503 0.000
H -1.968 -3.981 -5.761 0.000
H -1.443 -1.771 -6.736 0.000
H -0.069 -0.161 -5.467 0.000
H 0.712 -0.726 -3.187 0.005
H -4.520 0.188 -2.326 0.000
H -4.311 2.580 -2.974 0.000
H -3.805 4.270 -1.227 0.000
H -3.549 3.569 1.117 0.000
H -4.557 1.728 2.763 0.000
H -2.828 1.404 2.599 0.000
H -3.984 0.100 2.408 0.000
H 1.747 2.288 0.148 0.006
H 0.369 3.081 0.915 0.006
H 1.837 3.994 0.579 0.002
H 1.439 5.563 -1.054 0.000
O -0.135 0.969 2.623 0.005
C 0.865 0.555 2.051 0.016
O 0.839 -0.148 0.952 0.078
C 2.237 0.795 2.599 0.002
C 2.369 1.328 3.874 0.002
C 3.622 1.478 4.477 0.000
C 4.711 1.078 3.742 0.001
O 6.017 1.107 4.099 0.001
C 6.754 0.610 2.981 0.000
O 5.815 0.231 1.974 0.000
C 4.585 0.555 2.459 0.000
C 3.368 0.403 1.855 0.001
H 1.475 1.621 4.403 0.000
H 3.735 1.894 5.466 0.000
H 7.332 -0.265 3.288 0.000
H 7.406 1.399 2.596 0.000
H 3.265 0.016 0.852 0.000
Cl -3.006 -3.870 -0.664 0.000
C -3.748 -2.945 0.671 0.000
C -3.366 -1.497 0.496 0.000
O -4.369 -0.783 0.005 0.000
O -2.274 -1.062 0.758 -0.004
H -3.348 -3.327 1.606 0.000
H -4.824 -3.077 0.619 0.000
```

Calculated values
Net charge = +1
Multiplicity = 2
Frontier orbital gap (alpha / beta) = 4.42 / 4.82 eV
E = -3000.0636 hartree
F_max = 2.60 eV Å⁻¹
LUMO level (alpha / beta) = -4.609 / -4.230 eV
HOMO level (alpha / beta) = -9.024 / -9.052 eV